(1)
Formula: H24O12
Source: the Open Molecules 2025 dataset
Level of theory: the ωB97M-V functional and the def2-TZVPD basis

Results
**ΔE to the lowest compared entry with this formula, charge and spin**: 4.505 eV
**SMILES**: O.O.O.O.O.O.O.O.O.O.O.O
**Highest occupied orbital energy**: -11.16 eV

The geometry in ORCA input format:
```
! RIJCOSX wB97M-V def2-TZVPD def2/J DEFGRID3
* xyz 0 1
O 3.16 -2.36 -1.23
H 3.62 -2.09 -0.46
H 2.19 -2.53 -0.80
O 0.56 1.71 0.89
H 1.18 1.22 0.26
H 1.00 2.49 1.06
O 3.39 0.87 -1.19
H 2.51 0.62 -1.07
H 3.78 0.06 -1.62
O -2.89 0.00 1.51
H -2.09 0.59 1.37
H -3.59 0.42 1.42
O -0.48 -3.33 1.69
H -0.88 -2.48 1.48
H -0.25 -3.46 2.64
O -0.84 -0.04 3.74
H -0.25 -0.09 3.00
H -1.66 -0.43 3.36
O -4.36 0.88 -1.66
H -4.65 1.82 -1.19
H -4.20 1.07 -2.69
O 0.33 -2.87 -1.99
H 1.20 -2.77 -2.33
H 0.27 -3.73 -1.62
O 0.41 4.88 0.57
H 0.82 4.57 -0.26
H -0.33 4.32 0.72
O 2.54 -2.80 2.15
H 1.98 -3.55 1.91
H 2.69 -2.76 3.04
O -1.44 3.50 -2.35
H -1.45 3.61 -3.27
H -1.88 4.09 -1.83
O 0.17 -0.26 -1.79
H 0.14 -1.09 -1.32
H -0.72 -0.10 -2.12
*
```

=====

(2)
Formula: H24O12
Source: the Open Molecules 2025 dataset
Level of theory: the ωB97M-V functional and the def2-TZVPD basis

Results
**ΔE to the lowest compared entry with this formula, charge and spin**: 3.860 eV
**SMILES**: O.O.O.O.O.O.O.O.O.O.O.O
**Highest occupied orbital energy**: -10.39 eV

The geometry in ORCA input format:
```
! RIJCOSX wB97M-V def2-TZVPD def2/J DEFGRID3
* xyz 0 1
H 0.78 0.21 -0.44
H -0.66 0.65 -0.69
H -2.04 -0.78 1.08
H -3.47 -1.18 1.40
H 2.64 -1.55 -2.68
H 1.48 -1.64 -1.70
H 0.42 2.21 0.89
H 1.13 3.55 1.05
H 0.45 -1.50 3.39
H 0.68 -0.26 2.54
H -0.60 1.55 -2.14
H -1.15 2.39 -1.00
H 2.53 -0.86 2.95
H 4.02 -0.85 3.22
H -2.74 -2.95 -1.71
H -2.96 -1.53 -1.22
H 0.64 -2.61 -0.24
H -0.27 -3.77 0.14
H -1.94 1.83 0.89
H -1.97 3.33 1.13
H -3.40 1.58 -1.20
H -2.69 0.28 -1.54
H 5.29 1.14 -1.67
H 4.07 0.27 -1.87
O -0.13 -0.04 -0.26
O -2.77 -0.56 1.66
O 1.97 -2.16 -2.35
O 0.90 2.88 0.39
O -0.01 -0.86 2.84
O -0.33 2.17 -1.45
O 3.38 -0.78 2.51
O -2.59 -2.03 -1.96
O -0.23 -2.81 0.11
O -1.79 2.68 0.45
O -2.97 0.82 -0.79
O 4.33 1.19 -1.74
*
```

=====

(3)
Formula: H24O12
Source: the Open Molecules 2025 dataset
Level of theory: the ωB97M-V functional and the def2-TZVPD basis

Results
**ΔE to the lowest compared entry with this formula, charge and spin**: 0.109 eV
**SMILES**: O.O.O.O.O.O.O.O.O.O.O.O
**Highest occupied orbital energy**: -11.26 eV

The geometry in ORCA input format:
```
! RIJCOSX wB97M-V def2-TZVPD def2/J DEFGRID3
* xyz 0 1
O -0.69 1.80 2.68
H -0.30 1.22 2.02
H -0.36 1.34 3.46
O -2.05 0.59 0.34
H -2.21 1.22 1.09
H -2.86 0.09 0.26
O 1.22 2.89 0.73
H 2.08 2.49 0.68
H 0.94 2.95 1.66
O 3.01 1.23 -0.54
H 3.81 1.14 -1.04
H 2.33 1.31 -1.23
O -1.11 3.15 -1.29
H -0.47 3.09 -0.56
H -1.47 2.25 -1.41
O -0.32 -1.86 1.48
H -0.68 -2.48 0.83
H -0.90 -1.08 1.41
O 0.81 1.73 -2.71
H -0.01 2.27 -2.55
H 0.84 1.57 -3.65
O -1.16 -3.52 -0.60
H -0.76 -3.02 -1.32
H -1.14 -4.44 -0.91
O 0.89 -0.57 3.54
H 1.77 -0.89 3.78
H 0.48 -1.27 2.97
O -3.62 -1.69 -0.75
H -2.90 -2.33 -0.72
H -3.79 -1.51 -1.72
O 0.54 -1.67 -2.23
H 1.22 -1.82 -1.53
H 0.57 -0.71 -2.33
O 2.24 -1.55 -0.07
H 1.62 -1.30 0.63
H 2.44 -0.63 -0.40
*
```

=====

(4)
Formula: H24O12
Source: the Open Molecules 2025 dataset
Level of theory: the ωB97M-V functional and the def2-TZVPD basis

Results
**ΔE to the lowest compared entry with this formula, charge and spin**: 6.632 eV
**Highest occupied orbital energy**: -9.90 eV

The geometry in ORCA input format:
```
! RIJCOSX wB97M-V def2-TZVPD def2/J DEFGRID3
* xyz 0 1
O -48.37 -54.94 11.51
H -48.58 -55.75 11.18
H -48.16 -54.62 10.60
O -44.79 -52.55 11.52
H -45.72 -52.31 11.70
H -44.29 -51.80 11.35
O -46.44 -56.34 9.11
H -45.90 -56.72 8.29
H -46.40 -55.36 9.07
O -44.84 -52.77 9.24
H -44.98 -52.46 8.32
H -45.44 -52.46 9.87
O -49.64 -54.77 8.74
H -50.45 -54.18 8.79
H -48.83 -54.20 8.76
O -47.74 -53.60 9.43
H -47.52 -52.77 9.95
H -47.42 -53.48 8.53
O -49.13 -51.28 8.27
H -49.76 -50.68 8.45
H -48.42 -50.83 7.91
O -48.95 -51.86 11.24
H -49.16 -52.02 10.32
H -49.51 -52.53 11.79
O -45.62 -51.93 6.35
H -45.89 -51.27 6.91
H -46.17 -52.59 6.57
O -47.06 -51.02 10.58
H -47.90 -51.02 11.00
H -46.92 -50.20 10.44
O -47.48 -54.06 6.63
H -47.01 -54.74 6.11
H -48.26 -53.55 6.25
O -50.37 -54.11 11.45
H -49.45 -54.46 11.49
H -50.75 -55.01 11.17
*
```

=====

(5)
Formula: H24O12
Source: the Open Molecules 2025 dataset
Level of theory: the ωB97M-V functional and the def2-TZVPD basis

Results
**ΔE to the lowest compared entry with this formula, charge and spin**: 0.161 eV
**SMILES**: O.O.O.O.O.O.O.O.O.O.O.O
**Highest occupied orbital energy**: -10.83 eV

The geometry in ORCA input format:
```
! RIJCOSX wB97M-V def2-TZVPD def2/J DEFGRID3
* xyz 0 1
O 7.03 9.57 4.76
H 7.74 10.10 4.40
H 6.20 10.01 4.43
O 8.34 8.00 9.08
H 8.11 8.86 8.63
H 8.35 8.22 10.01
O 7.79 4.62 6.14
H 8.72 4.81 5.92
H 7.34 4.42 5.28
O 4.55 10.24 4.37
H 4.34 10.42 5.33
H 4.40 9.26 4.31
O 4.14 9.84 7.33
H 4.39 8.89 7.29
H 3.73 9.84 8.21
O 7.44 5.11 8.98
H 7.49 4.80 8.04
H 7.85 6.01 8.94
O 4.02 7.18 4.97
H 4.10 6.81 4.11
H 4.94 7.22 5.27
O 6.21 4.42 3.79
H 6.10 5.38 3.89
H 5.44 3.96 4.04
O 6.90 6.92 4.31
H 7.11 7.89 4.23
H 7.18 6.70 5.20
O 7.05 10.03 7.53
H 7.14 9.72 6.61
H 6.13 10.06 7.66
O 4.23 3.04 5.74
H 3.69 3.70 6.22
H 5.05 3.14 6.28
O 5.46 7.17 7.55
H 5.43 6.21 7.68
H 6.26 7.56 7.94
*
```

=====

(6)
Formula: H24O12
Source: the Open Molecules 2025 dataset
Level of theory: the ωB97M-V functional and the def2-TZVPD basis

Results
**ΔE to the lowest compared entry with this formula, charge and spin**: 8.093 eV
**Highest occupied orbital energy**: -9.65 eV

The geometry in ORCA input format:
```
! RIJCOSX wB97M-V def2-TZVPD def2/J DEFGRID3
* xyz 0 1
H 0.47 0.27 0.07
H -0.42 0.81 -1.04
H -3.00 -1.22 1.67
H -3.23 -2.65 1.20
H -2.52 -2.61 -1.60
H -1.38 -3.14 -0.74
H 1.88 3.41 -0.33
H 1.41 2.08 -0.90
H 1.60 -1.20 2.30
H 0.09 -1.34 2.40
H -2.16 1.64 -1.57
H -1.97 2.71 -0.51
H 4.39 -1.33 -1.14
H 5.48 -2.38 -1.31
H -1.22 -0.53 -1.75
H -2.53 -0.79 -1.03
H 0.34 0.91 4.06
H 0.40 1.26 2.59
H -5.00 2.71 0.05
H -4.72 1.54 -0.88
H 4.31 3.46 -1.22
H 3.55 3.96 0.00
H 2.73 -3.47 -0.57
H 1.62 -2.52 -0.15
O -0.11 -0.01 -0.65
O -2.60 -2.10 1.68
O -2.29 -3.33 -1.00
O 1.73 2.49 -0.09
O 0.87 -1.17 2.94
O -2.64 2.16 -0.91
O 4.89 -1.81 -1.81
O -2.06 -1.00 -1.84
O 0.96 1.07 3.35
O -4.32 2.34 -0.51
O 3.60 3.22 -0.62
O 1.86 -3.45 -0.16
*
```

=====

(7)
Formula: H24O12
Source: the Open Molecules 2025 dataset
Level of theory: the ωB97M-V functional and the def2-TZVPD basis

Results
**ΔE to the lowest compared entry with this formula, charge and spin**: 3.873 eV
**SMILES**: O.O.O.O.O.O.O.O.O.O.O.O
**Highest occupied orbital energy**: -10.14 eV

The geometry in ORCA input format:
```
! RIJCOSX wB97M-V def2-TZVPD def2/J DEFGRID3
* xyz 0 1
H -0.30 -0.19 0.45
H 0.81 0.80 0.15
H 2.50 -2.78 -1.49
H 1.20 -3.08 -0.76
H -4.48 -1.48 -1.71
H -3.14 -1.10 -1.11
H 0.94 3.78 3.09
H -0.25 2.94 3.52
H 1.52 1.53 -3.00
H 1.28 0.03 -2.98
H 1.69 -3.33 -2.85
H 0.79 -3.68 -4.02
H -0.52 3.26 0.74
H -1.97 2.83 0.91
H 3.63 1.25 -0.72
H 3.58 2.01 -2.04
H -1.77 1.61 -1.15
H -1.93 3.10 -1.42
H -4.67 -0.49 1.58
H -3.57 0.38 0.99
H 1.47 0.68 3.20
H 2.87 1.24 3.40
H 0.37 -4.91 1.19
H 0.10 -4.02 2.39
O 0.62 -0.14 0.14
O 1.67 -2.38 -1.24
O -4.08 -0.94 -1.02
O 0.41 3.04 2.81
O 1.44 0.79 -2.40
O 1.05 -3.99 -3.14
O -1.09 2.70 1.28
O 4.00 2.02 -1.17
O -2.41 2.26 -1.46
O -4.00 0.17 1.82
O 2.08 0.99 3.89
O 0.14 -4.94 2.13
*
```